{"formula": "C52H43Cl3CoN7O3PS", "method": "ωB97M-V with the def2-TZVPD basis set", "spin_multiplicity": 2, "e_above_lowest_ev": 3.2788, "max_force_ev_per_a": 0.958, "e_homo_ev": [-5.8, -5.9], "e_tot_ev": -166512.6403, "species": ["Co", "O", "C", "N", "C", "C", "C", "C", "C", "C", "N", "C", "O", "C", "C", "C", "C", "C", "N", "C", "C", "C", "C", "C", "N", "H", "H", "H", "H", "H", "H", "H", "H", "H", "H", "H", "H", "Cl", "C", "C", "C", "C", "C", "C", "N", "C", "C", "N", "C", "O", "C", "C", "C", "Cl", "S", "C", "C", "C", "Cl", "C", "H", "H", "H", "H", "H", "H", "H", "H", "H", "H", "H", "H", "H", "C", "P", "C", "C", "C", "C", "C", "C", "C", "C", "C", "C", "C", "C", "H", "H", "H", "H", "H", "H", "H", "H", "H", "H", "H", "H", "H", "C", "C", "C", "N", "C", "C", "H", "H", "H", "H", "H"], "coordinates": [[-0.126, -0.607, 0.634], [-3.012, 1.058, 1.980], [-2.600, 1.001, 0.837], [-1.990, -0.150, 0.322], [-2.405, -0.629, -0.942], [-3.712, -0.526, -1.426], [-4.043, -1.043, -2.667], [-3.084, -1.692, -3.436], [-1.794, -1.853, -2.955], [-1.460, -1.336, -1.700], [-0.230, -1.458, -1.030], [0.822, -2.184, -1.452], [0.991, -2.789, -2.501], [1.866, -2.260, -0.366], [2.998, -3.033, -0.514], [3.897, -3.108, 0.536], [3.621, -2.404, 1.700], [2.466, -1.651, 1.765], [1.601, -1.577, 0.755], [-2.560, 2.208, -0.065], [-3.736, 2.804, -0.415], [-3.675, 3.769, -1.484], [-2.524, 3.990, -2.143], [-1.269, 3.242, -1.779], [-1.336, 2.494, -0.539], [-4.465, -0.054, -0.811], [-5.058, -0.945, -3.037], [-3.347, -2.095, -4.407], [-1.046, -2.373, -3.531], [3.134, -3.554, -1.453], [4.801, -3.701, 0.451], [4.286, -2.433, 2.552], [2.237, -1.071, 2.646], [-4.661, 2.550, 0.091], [-4.577, 4.297, -1.778], [-2.466, 4.708, -2.956], [-0.437, 3.945, -1.757], [-3.431, -2.411, 8.069], [-3.193, -0.929, 7.193], [-3.522, -0.862, 5.853], [-3.319, 0.328, 5.175], [-2.799, 1.460, 5.799], [-2.580, 2.682, 4.924], [-1.075, 2.895, 4.621], [-0.506, 1.707, 3.978], [-0.057, 0.570, 4.624], [0.207, -0.333, 3.651], [-0.046, 0.240, 2.410], [-0.469, 1.473, 2.657], [-3.144, 3.832, 5.515], [-3.900, 4.636, 4.595], [-3.066, 5.224, 3.503], [-2.262, 6.308, 3.665], [-2.085, 7.246, 5.094], [-1.350, 6.665, 2.262], [-2.043, 5.342, 1.419], [-2.942, 4.674, 2.186], [-2.476, 1.354, 7.157], [-1.759, 2.657, 8.060], [-2.674, 0.169, 7.853], [-3.934, -1.728, 5.349], [-3.560, 0.391, 4.117], [-3.080, 2.475, 3.975], [-0.541, 3.091, 5.546], [-0.945, 3.748, 3.960], [0.003, 0.498, 5.701], [0.544, -1.352, 3.762], [-0.757, 2.211, 1.912], [-4.349, 5.418, 5.201], [-4.698, 4.035, 4.150], [-1.749, 5.128, 0.398], [-3.495, 3.804, 1.830], [-2.412, 0.109, 8.900], [2.607, 0.551, -0.780], [0.893, 1.286, -0.641], [0.577, 1.668, -2.390], [-0.802, 2.088, -2.825], [-0.901, 2.461, -4.255], [0.172, 2.513, -5.079], [1.461, 2.152, -4.602], [1.625, 1.721, -3.277], [1.591, 2.819, 0.121], [2.165, 2.752, 1.395], [2.832, 3.840, 1.942], [2.970, 5.012, 1.210], [2.457, 5.072, -0.077], [1.781, 3.985, -0.620], [3.320, 1.288, -1.143], [2.616, -0.320, -1.441], [2.930, 0.247, 0.214], [-1.541, 1.315, -2.607], [-1.892, 2.694, -4.626], [0.050, 2.807, -6.117], [2.322, 2.212, -5.256], [2.627, 1.453, -2.960], [2.130, 1.826, 1.959], [3.263, 3.763, 2.935], [3.493, 5.864, 1.634], [2.595, 5.968, -0.676], [1.450, 4.033, -1.647], [-2.497, -4.629, 2.502], [-2.706, -3.357, 3.017], [-1.964, -2.305, 2.511], [-1.039, -2.471, 1.561], [-0.857, -3.690, 1.055], [-1.563, -4.796, 1.492], [-3.066, -5.474, 2.870], [-3.440, -3.179, 3.793], [-2.133, -1.287, 2.852], [-0.122, -3.784, 0.261], [-1.383, -5.766, 1.047]], "lowdin_charge": [0.464, 0.050, -0.434, 0.026, -0.224, -0.025, -0.095, -0.102, -0.013, -0.197, 0.013, -0.495, 0.057, -0.224, 0.020, -0.025, -0.033, -0.108, 0.023, -0.314, -0.096, -0.100, -0.073, -0.293, 0.014, 0.109, 0.099, 0.097, 0.098, 0.129, 0.116, 0.112, 0.093, 0.104, 0.099, 0.098, 0.099, 0.673, -0.661, -0.093, -0.013, -0.172, -0.282, -0.020, -0.012, -0.025, -0.127, 0.005, -0.133, -0.106, -0.141, -0.338, -0.988, 0.662, 1.003, -0.387, -0.135, -0.577, 0.736, -0.136, 0.090, 0.104, 0.125, 0.115, 0.127, 0.134, 0.108, 0.134, 0.120, 0.135, 0.062, 0.096, 0.104, -0.226, 1.101, -0.274, -0.225, -0.031, -0.093, -0.065, -0.105, -0.320, -0.111, -0.080, -0.089, -0.071, -0.081, 0.053, 0.050, 0.031, 0.136, 0.112, 0.101, 0.095, 0.087, 0.091, 0.104, 0.104, 0.107, 0.093, -0.052, -0.034, -0.106, 0.058, -0.091, -0.042, 0.112, 0.092, 0.091, 0.111, 0.111]}

{"formula": "C13H26CrOP2Se", "method": "ωB97M-V with the def2-TZVPD basis set", "spin_multiplicity": 5, "max_force_ev_per_a": 7.031, "e_homo_ev": [-6.9, -7.6], "e_tot_ev": -128293.4867, "species": ["Cr", "H", "H", "P", "P", "C", "H", "H", "H", "C", "H", "H", "H", "C", "H", "H", "H", "C", "H", "H", "H", "C", "H", "H", "H", "C", "H", "H", "H", "C", "O", "H", "Se", "C", "C", "C", "C", "C", "C", "H", "H", "H", "H", "H"], "coordinates": [[-0.074, -0.245, -0.627], [2.994, -0.835, -2.469], [2.733, -1.541, -2.454], [0.756, 1.724, -1.296], [-0.640, -2.296, -1.260], [-0.621, -3.331, 0.254], [-1.169, -4.256, 0.038], [0.417, -3.567, 0.515], [-1.089, -2.802, 1.094], [-2.409, -2.450, -1.697], [-2.567, -2.007, -2.686], [-2.654, -3.520, -1.727], [-3.020, -1.927, -0.953], [0.101, -3.460, -2.430], [1.126, -3.706, -2.128], [-0.492, -4.385, -2.431], [0.108, -3.039, -3.441], [-0.593, 2.931, -1.553], [-0.154, 3.936, -1.596], [-1.093, 2.691, -2.498], [-1.319, 2.864, -0.733], [1.608, 2.538, 0.125], [2.597, 2.083, 0.271], [1.725, 3.605, -0.110], [1.033, 2.425, 1.055], [1.918, 2.195, -2.613], [1.534, 1.846, -3.579], [2.016, 3.290, -2.629], [2.905, 1.754, -2.433], [1.444, -0.707, 0.381], [2.234, -0.944, 1.238], [0.264, -0.220, -2.186], [-2.168, 0.323, 0.482], [-1.311, 0.654, 2.164], [-1.104, 1.999, 2.560], [-0.596, 2.281, 3.816], [-0.261, 1.248, 4.711], [-0.396, -0.079, 4.287], [-0.891, -0.380, 3.011], [-1.403, 2.831, 1.923], [-0.492, 3.306, 4.156], [0.088, 1.473, 5.734], [-0.130, -0.873, 4.989], [-0.956, -1.428, 2.727]], "lowdin_charge": [-0.312, 0.040, 0.041, 0.679, 0.666, -0.254, 0.048, 0.049, 0.025, -0.270, 0.051, 0.046, -0.005, -0.264, 0.042, 0.049, 0.050, -0.264, 0.046, 0.052, 0.003, -0.247, 0.048, 0.046, 0.032, -0.262, 0.048, 0.051, 0.038, -0.215, 0.072, -0.046, 0.673, -0.639, -0.163, -0.104, -0.098, -0.094, -0.138, 0.095, 0.098, 0.102, 0.102, 0.083]}

{"formula": "C7H10N2S", "method": "ωB97M-V with the def2-TZVPD basis set", "spin_multiplicity": 1, "e_above_lowest_ev": 2.8906, "smiles": "N=C=C1C=CC=C1.CSN", "max_force_ev_per_a": 5.168, "e_homo_ev": -8.2, "e_tot_ev": -21233.0230, "species": ["N", "C", "C", "C", "C", "C", "C", "H", "H", "H", "H", "H", "C", "S", "N", "H", "H", "H", "H", "H"], "coordinates": [[-0.753, -0.226, -2.425], [-0.228, -1.010, -1.666], [0.184, -1.874, -0.810], [-0.477, -2.571, 0.316], [0.506, -3.353, 0.876], [1.682, -3.206, 0.192], [1.524, -2.357, -0.864], [-0.940, 0.697, -2.253], [-1.361, -2.292, 0.746], [0.315, -4.085, 1.615], [2.695, -3.661, 0.593], [2.112, -2.060, -1.637], [-2.397, 2.709, 0.302], [-0.681, 3.385, 0.579], [0.156, 2.444, -0.648], [-3.074, 2.793, 1.188], [-2.860, 3.387, -0.484], [-2.343, 1.629, 0.024], [0.786, 1.843, -0.166], [0.654, 3.128, -1.075]], "lowdin_charge": [0.231, -0.069, -0.266, -0.012, -0.132, -0.133, -0.061, 0.017, 0.068, 0.092, 0.142, 0.076, -0.411, 0.714, -0.312, 0.032, 0.036, 0.026, 0.007, -0.046]}

{"formula": "C50H45N5O2PTi", "method": "ωB97M-V with the def2-TZVPD basis set", "total_charge": -1, "spin_multiplicity": 3, "e_above_lowest_ev": 0.2341, "max_force_ev_per_a": 2.592, "e_homo_ev": [-3.4, -5.5], "e_tot_ev": -96534.8671, "species": ["Ti", "C", "C", "C", "C", "C", "C", "C", "C", "N", "C", "O", "C", "C", "C", "C", "C", "N", "C", "O", "N", "C", "C", "C", "C", "C", "C", "C", "C", "H", "H", "H", "H", "H", "H", "H", "H", "H", "H", "H", "H", "H", "H", "H", "H", "H", "H", "H", "H", "H", "C", "C", "C", "C", "C", "C", "C", "P", "C", "C", "C", "C", "C", "C", "C", "C", "C", "C", "C", "C", "C", "C", "H", "H", "H", "H", "H", "H", "H", "H", "H", "H", "H", "H", "H", "H", "H", "H", "H", "H", "H", "H", "N", "C", "C", "C", "C", "N", "C", "C", "H", "H", "H", "H"], "coordinates": [[-0.294, -0.169, 1.482], [-3.917, -0.983, 2.972], [-2.941, -1.472, 4.000], [-3.276, -2.460, 4.910], [-2.376, -2.880, 5.873], [-1.120, -2.306, 5.938], [-0.757, -1.306, 5.050], [0.582, -0.629, 5.153], [-1.669, -0.893, 4.067], [-1.272, 0.133, 3.199], [-1.337, 1.392, 3.687], [-1.995, 1.765, 4.661], [-0.422, 2.282, 2.919], [-0.154, 3.617, 3.143], [0.821, 4.252, 2.363], [1.532, 3.504, 1.426], [1.231, 2.167, 1.264], [0.252, 1.574, 1.984], [1.961, 1.190, 0.430], [2.952, 1.511, -0.231], [1.444, -0.064, 0.552], [2.253, -1.083, 0.029], [3.590, -1.167, 0.475], [4.034, -0.379, 1.676], [4.477, -2.012, -0.171], [4.057, -2.805, -1.225], [2.718, -2.830, -1.560], [1.799, -1.996, -0.940], [0.351, -2.160, -1.299], [-4.833, -1.571, 2.988], [-3.462, -1.041, 1.980], [-4.164, 0.064, 3.160], [-4.267, -2.893, 4.878], [-2.658, -3.645, 6.581], [-0.416, -2.623, 6.695], [1.309, -1.292, 5.626], [0.486, 0.274, 5.763], [0.950, -0.319, 4.164], [-0.706, 4.149, 3.904], [1.042, 5.300, 2.500], [2.323, 3.941, 0.836], [3.194, -0.238, 2.365], [4.385, 0.612, 1.385], [4.844, -0.891, 2.195], [5.508, -2.060, 0.152], [4.763, -3.425, -1.756], [2.367, -3.508, -2.326], [0.015, -3.144, -0.961], [0.189, -2.128, -2.377], [-0.253, -1.389, -0.818], [-0.916, 2.702, -5.076], [-0.063, 1.493, -5.302], [0.293, 1.153, -6.604], [1.103, 0.066, -6.882], [1.596, -0.694, -5.835], [1.242, -0.370, -4.538], [0.406, 0.704, -4.245], [0.089, 0.898, -2.426], [0.182, 2.719, -2.226], [-0.886, 3.477, -1.757], [-0.703, 4.791, -1.372], [0.550, 5.369, -1.466], [1.607, 4.636, -1.977], [1.444, 3.312, -2.355], [2.587, 2.546, -2.927], [-1.696, 0.449, -2.314], [-2.404, -0.016, -3.417], [-3.681, -0.538, -3.293], [-4.248, -0.663, -2.034], [-3.548, -0.240, -0.928], [-2.278, 0.349, -1.022], [-1.645, 0.883, 0.172], [-1.504, 2.935, -5.964], [-0.286, 3.563, -4.849], [-1.587, 2.545, -4.237], [-0.080, 1.770, -7.414], [1.354, -0.179, -7.907], [2.259, -1.527, -6.026], [1.635, -0.948, -3.714], [-1.872, 3.036, -1.715], [-1.537, 5.354, -0.981], [0.703, 6.391, -1.146], [2.590, 5.081, -2.063], [3.518, 3.090, -2.799], [2.423, 2.362, -3.989], [2.677, 1.586, -2.417], [-1.962, 0.037, -4.404], [-4.229, -0.844, -4.171], [-5.240, -1.076, -1.914], [-3.992, -0.330, 0.055], [-2.410, 1.193, 0.904], [-1.022, 1.746, -0.078], [-0.146, -7.433, 2.571], [-0.213, -6.291, 2.392], [-0.273, -4.926, 2.156], [0.740, -4.037, 2.607], [0.649, -2.706, 2.334], [-0.381, -2.129, 1.645], [-1.356, -2.987, 1.220], [-1.346, -4.331, 1.440], [1.582, -4.424, 3.160], [1.440, -2.030, 2.654], [-2.161, -2.527, 0.648], [-2.146, -4.954, 1.062]], "lowdin_charge": [0.976, -0.027, -0.206, -0.054, -0.090, -0.054, -0.207, -0.030, -0.216, -0.034, -0.470, 0.053, -0.161, 0.016, -0.049, 0.012, -0.165, -0.034, -0.480, 0.037, -0.020, -0.197, -0.202, -0.034, -0.056, -0.092, -0.065, -0.204, -0.064, 0.079, 0.040, 0.091, 0.103, 0.094, 0.105, 0.080, 0.092, 0.057, 0.117, 0.098, 0.116, 0.074, 0.080, 0.079, 0.105, 0.093, 0.110, 0.086, 0.073, 0.021, -0.041, -0.282, -0.057, -0.091, -0.087, -0.102, -0.330, 1.190, -0.333, -0.108, -0.088, -0.100, -0.061, -0.289, -0.062, -0.308, -0.094, -0.102, -0.096, -0.061, -0.320, -0.182, 0.079, 0.090, 0.062, 0.105, 0.097, 0.099, 0.082, 0.106, 0.099, 0.097, 0.108, 0.083, 0.080, 0.054, 0.095, 0.092, 0.097, 0.091, 0.078, 0.030, 0.112, -0.247, -0.251, -0.014, -0.143, -0.113, -0.155, -0.027, 0.113, 0.102, 0.111, 0.113]}

{"formula": "C5H8N2", "method": "ωB97M-V with the def2-TZVPD basis set", "spin_multiplicity": 1, "e_above_lowest_ev": 3.1764, "smiles": "C[C@@]1(CC#N)CN1", "max_force_ev_per_a": 1.069, "e_homo_ev": -8.8, "e_tot_ev": -8291.8200, "species": ["C", "C", "C", "C", "N", "C", "N", "H", "H", "H", "H", "H", "H", "H", "H"], "coordinates": [[-0.181, -0.098, -1.640], [0.272, 0.047, -0.186], [-0.298, 1.207, 0.607], [-1.712, 0.977, 0.958], [-2.821, 0.775, 1.213], [0.737, -1.295, 1.026], [1.478, -0.485, 0.174], [-1.038, 0.530, -1.903], [0.634, 0.160, -2.339], [-0.451, -1.128, -1.875], [-0.240, 2.159, 0.066], [0.282, 1.299, 1.525], [0.059, -2.082, 0.711], [1.046, -1.334, 2.093], [2.232, -0.732, -0.433]], "lowdin_charge": [-0.020, -0.384, -0.149, -0.222, 0.138, -0.049, -0.066, 0.078, 0.086, 0.079, 0.119, 0.121, 0.067, 0.084, 0.118]}

{"formula": "C6H15NO", "method": "ωB97M-V with the def2-TZVPD basis set", "spin_multiplicity": 1, "e_above_lowest_ev": 4.2395, "max_force_ev_per_a": 1.562, "e_homo_ev": -7.1, "e_tot_ev": -9999.5177, "species": ["C", "C", "C", "N", "H", "H", "H", "H", "H", "H", "H", "H", "C", "O", "C", "C", "H", "H", "H", "H", "H", "H", "H"], "coordinates": [[-2.961, 1.319, -1.049], [-1.603, 1.231, -0.293], [0.732, 1.828, -0.936], [-0.530, 2.009, -0.994], [-3.247, 2.387, -1.209], [-2.972, 0.719, -2.019], [-3.708, 0.847, -0.372], [-1.772, 1.747, 0.663], [-1.214, 0.215, -0.121], [1.391, 2.668, -1.217], [0.942, 0.799, -0.548], [-0.887, 2.881, -1.383], [1.647, -1.409, -0.071], [0.520, -0.642, -0.279], [1.337, -2.461, 1.035], [1.027, -1.763, 2.350], [2.504, -0.824, 0.379], [1.944, -1.875, -1.018], [2.189, -3.185, 1.106], [0.449, -3.014, 0.685], [1.000, -2.524, 3.136], [0.051, -1.239, 2.316], [1.814, -1.002, 2.577]], "lowdin_charge": [-0.090, -0.189, 0.138, 0.016, 0.072, 0.095, 0.079, 0.124, 0.092, 0.115, 0.027, 0.147, -0.423, -0.366, -0.277, -0.142, 0.099, 0.089, 0.103, 0.097, 0.057, 0.064, 0.074]}